[1]
Here is 2 unconnected molecules or ions with the total composition C14H16O from the Open Molecules 2025 dataset. Energies are from wB97M-V/def2-TZVPD.

Structure (ORCA input):
```
! RIJCOSX wB97M-V def2-TZVPD def2/J DEFGRID3
* xyz 0 1
C -3.6430 3.0530 -2.7605
C -1.3143 1.0412 0.2391
C -1.1948 2.4127 0.0682
C -2.2389 0.3391 -0.5237
C -1.9788 3.0869 -0.8657
C -3.0042 0.9871 -1.4797
C -2.8374 2.3694 -1.6930
H -0.5377 0.5770 0.8425
H -0.4936 3.0084 0.6468
H -2.5215 -0.6851 -0.2736
H -1.9540 4.1474 -1.0524
H -3.8671 0.5534 -1.9779
H -4.5368 2.4818 -3.0335
H -3.0427 3.1718 -3.6711
H -3.9953 4.0495 -2.4966
C 3.4661 -2.3831 3.2749
C 2.1262 -0.4666 0.2585
C 1.4957 -1.4937 -0.4361
C 2.7519 -0.8029 1.4493
C 2.7786 -2.0902 1.9724
C 1.5993 -2.8044 -0.0040
C 2.1783 -3.0903 1.2236
O 0.8557 -1.1568 -1.5949
H 2.0184 0.5554 -0.0665
H 3.2300 0.0014 2.0055
H 1.2807 -3.6187 -0.6421
H 0.2878 -1.8827 -1.8665
H 4.1131 -1.5585 3.5640
H 4.0989 -3.2665 3.2697
H 2.1433 -4.1144 1.5437
H 2.7361 -2.4217 4.0797
*
```

Values from the calculation:
HOMO	-0.30823	Ha
LUMO	0.0316	Eh
F_max	1.28	eV/Å
energy relative to the best compared isomer or geometry (same formula, charge and spin)	41.15	kJ/mol

***

[2]
Here is 2 unconnected molecules or ions with the total composition C14H16O2 from the Open Molecules 2025 dataset. Energies are from wB97M-V/def2-TZVPD.

Structure (ORCA input):
```
! RIJCOSX wB97M-V def2-TZVPD def2/J DEFGRID3
* xyz -1 2
C 1.7159 -0.7289 -1.5345
C 1.3879 1.1576 0.1494
C 2.0595 0.6070 -0.9330
C 1.5547 2.4912 0.5288
C 2.9347 1.4444 -1.6605
C 2.2866 3.3538 -0.2860
C 2.9315 2.7871 -1.3828
O 2.3173 4.7363 -0.1915
H 0.6898 0.4691 0.6204
H 1.1640 2.8099 1.4873
H 1.7206 -0.6269 -2.6210
H 0.7354 -1.1157 -1.2946
H 3.5266 1.1382 -2.5150
H 3.4255 3.4800 -2.0598
H 3.0427 5.0261 0.3815
H 2.5211 -1.4297 -1.2809
C -1.3559 -1.5936 3.1338
C -1.9396 -0.4514 -0.4451
C -2.5765 -1.5123 -1.0066
C -1.6271 -0.4607 0.9785
C -1.9787 -1.6042 1.7286
C -3.0428 -2.5649 -0.1912
C -2.7301 -2.6141 1.2020
O -2.6804 -1.6418 -2.3844
H -1.7246 0.4794 -0.9616
H -1.1651 0.4446 1.3387
H -3.7477 -3.3242 -0.5158
H -3.0539 -2.5114 -2.5458
H -0.9583 -2.5474 3.5109
H -1.9658 -1.2109 3.9529
H -2.9928 -3.5281 1.7052
H -0.4745 -0.9583 3.0920
*
```

Values from the calculation:
HOMO (spin up / spin down)	0.02009 / -0.12574	Ha
LUMO (spin up / spin down)	0.1011 / 0.1008	Eh
F_max	2.21	eV/Å
expectation value of S²	0.76
energy relative to the best compared isomer or geometry (same formula, charge and spin)	56.49	kJ/mol

***

[3]
Here is 2 unconnected molecules or ions with the total composition C14H16O2 from the Open Molecules 2025 dataset. Energies are from wB97M-V/def2-TZVPD.

Structure (ORCA input):
```
! RIJCOSX wB97M-V def2-TZVPD def2/J DEFGRID3
* xyz 0 1
C 2.1271 2.6528 1.3907
C -0.2572 2.7090 0.5437
C 0.6692 2.3582 1.5218
C -1.5878 2.2273 0.7540
C -1.9872 1.7406 2.0145
C 0.3156 1.5637 2.6560
C -1.0318 1.2804 2.8983
O -3.3203 1.3416 2.0815
H 0.0261 2.9391 -0.4558
H -2.2932 2.3614 -0.1027
H 2.4444 3.6436 1.8433
H 2.2560 2.2879 0.2218
H 1.0308 1.2800 3.3734
H -4.0484 2.0083 2.1458
H -1.3899 0.4793 3.6198
H 2.7622 2.0257 1.9589
C 1.8489 -2.1139 0.2740
C -1.1454 -2.8984 -2.0335
C -0.9375 -1.9788 -3.0759
C -0.2090 -2.9831 -1.0284
C 0.8393 -2.0502 -0.9368
C 0.3497 -1.2810 -3.2134
C 1.1909 -1.2819 -2.0931
O -1.8677 -1.7420 -4.0880
H -2.0870 -3.4193 -1.9286
H -0.1951 -3.9821 -0.3704
H 0.5104 -0.6612 -4.0834
H -2.6304 -1.3122 -3.5448
H 2.9165 -1.7376 -0.0369
H 2.0270 -3.1728 0.6253
H 2.1767 -0.7013 -2.0939
H 1.4972 -1.5831 1.1629
*
```

Values from the calculation:
HOMO	-0.31174	Ha
LUMO	0.0233	Eh
F_max	3.45	eV/Å
energy relative to the best compared isomer or geometry (same formula, charge and spin)	290.14	kJ/mol

***

[4]
Here is C14H16O4 in the gas phase from the Open Molecules 2025 dataset. Energies are from wB97M-V/def2-TZVPD.

Structure (ORCA input):
```
! RIJCOSX wB97M-V def2-TZVPD def2/J DEFGRID3
* xyz 0 1
O 1.2393 -3.0324 0.4579
O 0.8948 2.0602 -0.7965
O -2.0361 0.4081 -2.0302
O -3.3836 0.7276 1.5416
C 1.1166 -1.8252 0.1426
C 0.9932 0.8545 -0.5521
C -2.4343 1.0668 -1.0657
C -2.1911 0.8445 1.5416
C 2.4040 -1.1760 -0.3143
C 2.2790 0.2024 -0.7292
C -0.1671 -1.1465 0.1488
C -0.2502 0.2643 0.0147
C -3.4838 2.1028 -1.4192
C -1.4514 0.6148 2.9246
C 3.6606 -2.1033 -0.3611
C 3.4654 0.9212 -1.3972
C -1.3622 -2.0664 0.5398
C -1.4898 1.0701 0.2076
H -3.9367 2.5728 -0.5153
H -2.8761 2.9280 -1.8488
H -4.2101 1.6197 -2.1492
H -0.4505 1.0602 2.8612
H -1.3384 -0.4195 3.0077
H -2.0117 0.9999 3.7803
H 4.1055 -2.0299 0.6561
H 4.3966 -1.6061 -1.0426
H 3.4544 -3.2133 -0.7230
H 4.4719 0.4334 -1.2250
H 3.5312 2.0305 -1.2304
H 3.3143 0.7672 -2.4572
H -1.4284 -2.8225 -0.1692
H -2.3014 -1.6147 0.5036
H -1.3870 -2.6057 1.4813
H -1.1372 2.1123 0.2168
*
```

Values from the calculation:
HOMO	-0.35246	Ha
LUMO	-0.0585	Eh
F_max	5.64	eV/Å
energy relative to the best compared isomer or geometry (same formula, charge and spin)	346.85	kJ/mol

***

[5]
Here is a molecular structure, C14H17CeN3O3 from the Open Molecules 2025 dataset. Energies are from wB97M-V/def2-TZVPD.

Structure (ORCA input):
```
! RIJCOSX wB97M-V def2-TZVPD def2/J DEFGRID3
* xyz 4 1
N -0.8074 -3.6625 -0.3077
C -0.3557 -4.5979 -0.8304
C 0.1991 -5.8346 -1.3388
H 0.7714 -5.6506 -2.2582
H -0.6219 -6.5335 -1.5489
H 0.8658 -6.2536 -0.5723
N -3.1865 1.2571 2.1053
C -3.1724 1.5051 3.2422
C -3.3356 1.8568 4.6451
H -4.2682 1.4101 5.0251
H -3.4127 2.9460 4.7549
H -2.5006 1.4948 5.2619
N 1.0665 3.2324 -1.6813
C 1.8660 3.5487 -2.4663
C 2.9004 4.0547 -3.3433
H 3.6151 4.6227 -2.7321
H 2.4485 4.7105 -4.0996
H 3.4238 3.2242 -3.8371
Ce -1.0042 0.0984 -0.7613
C 0.3530 1.5614 1.3518
O 0.7551 1.8210 2.4005
C -0.2911 -0.9627 1.8478
O 0.0714 -0.9968 2.9444
C -2.6536 -1.1316 -1.7558
C -1.6548 -0.8493 -2.7199
C -1.2829 0.4953 -2.9806
C -1.9117 1.5515 -2.2769
C -2.9228 1.2613 -1.3387
C -3.2908 -0.0721 -1.0785
H -2.7963 -2.1613 -1.4295
H -1.1113 -1.6765 -3.1641
H -0.4494 0.7302 -3.6338
H -1.4942 2.5555 -2.3494
H -3.3140 2.0376 -0.6798
H -3.9436 -0.2639 -0.2258
O 1.2191 -0.7083 -1.9055
H 1.1827 -1.5927 -2.3312
H 1.5669 -0.1324 -2.6223
*
```

Values from the calculation:
HOMO (spin up / spin down)	-0.84647 / -0.84640	Ha
LUMO (spin up / spin down)	-0.7135 / -0.7136	Eh
F_max	19.07	eV/Å
energy relative to the best compared isomer or geometry (same formula, charge and spin)	734.10	kJ/mol

***

[6]
Here is a molecular structure, C14H17ClF6N6O8PtS4 from the Open Molecules 2025 dataset. Energies are from wB97M-V/def2-TZVPD.

Structure (ORCA input):
```
! RIJCOSX wB97M-V def2-TZVPD def2/J DEFGRID3
* xyz 2 1
Pt -0.2410 -0.5076 1.0915
O -2.0163 1.7002 -2.5642
Cl -2.8756 1.5364 -1.4719
O -4.2437 1.5362 -1.7171
O -2.6898 -0.1580 -1.0185
O -2.4513 2.1437 -0.2729
N 0.9303 2.0599 4.5318
C 1.2474 1.2885 3.5098
S 0.3092 1.5251 2.0416
N 2.2255 0.4132 3.5830
C 3.0394 0.1988 4.7549
C 2.9690 -1.0243 5.4032
C 3.7610 -1.2417 6.5203
C 4.6048 -0.2398 6.9804
C 4.6745 0.9773 6.3170
C 3.8952 1.2012 5.1907
H 0.1219 2.6599 4.4804
H 1.4986 2.0719 5.3717
H 2.4513 -0.0957 2.7254
H 2.3139 -1.8021 5.0303
H 3.7198 -2.1936 7.0315
H 5.2195 -0.4126 7.8531
H 5.3471 1.7491 6.6650
H 3.9753 2.1360 4.6436
N -0.9305 -1.7943 3.7844
C -0.6103 -1.2922 2.8099
H -1.2463 -2.2858 4.6031
C 4.4057 -2.0132 -1.4306
N 3.6727 -0.7562 -1.4312
C 4.0695 0.3435 -2.3294
C 3.0215 1.4222 -2.0255
N 2.4885 0.9481 -0.7391
C 2.8057 -0.3273 -0.5390
S 2.2049 -1.3367 0.7459
H 4.4048 -2.4224 -2.4383
H 3.9252 -2.7231 -0.7612
H 5.4335 -1.8415 -1.1093
H 4.0416 0.0020 -3.3616
H 5.0854 0.6596 -2.0868
H 2.2280 1.4507 -2.7722
H 3.4566 2.4119 -1.9216
H 1.7413 1.4043 -0.2393
F 1.7912 -4.0843 -1.2434
C 1.0464 -3.7978 -2.3108
F 1.7991 -3.3267 -3.2845
F 0.3444 -4.8279 -2.6923
S -1.3150 -0.9021 -1.3176
O -1.2488 -1.8758 -0.1968
O -0.2355 0.0921 -0.9479
N -1.1883 -1.4355 -2.6849
S -2.3309 -1.6034 -3.8865
O -3.3261 -0.6004 -3.7285
O -1.6159 -1.8253 -5.0839
C -3.0917 -3.1991 -3.3398
F -4.1008 -3.4797 -4.1344
F -2.1894 -4.1659 -3.3675
F -3.5254 -3.0422 -2.0873
*
```

Values from the calculation:
HOMO (spin up / spin down)	-0.49317 / -0.49318	Ha
LUMO (spin up / spin down)	-0.3755 / -0.3754	Eh
F_max	4.97	eV/Å
energy relative to the best compared isomer or geometry (same formula, charge and spin)	445.18	kJ/mol

***

no.,energy (Eh)
1,-618.30032
2,-693.48070
3,-693.44602
4,-843.94564
5,-1406.82460
6,-4244.58941